CHF2IS | wB97M-V/def2-TZVPD

Output
HOMO: -9.8 eV
E: -25422.7211 eV

Atoms and positions in Å:
C  0.16  -0.37  -0.14
F  0.04  -0.69  -1.47
F  -1.63  1.54  0.53
S  0.01  1.30  0.40
I  2.17  -0.90  0.35
H  -0.74  -0.89  0.32